Below is C5H9N in the gas phase, with properties calculated with ωB97M-V with the def2-TZVPD basis set.

Each line ends with the Mulliken charge.
Geometry (Å):
C (-2.1683, 0.3406, -0.2027)  -1.107
N (0.5134, 1.4986, -0.8342)  -0.531
C (0.3595, 0.2471, -0.1948)  0.656
C (-0.8475, -0.3177, 0.0038)  -0.379
C (1.8025, -1.2169, 1.2010)  -0.797
C (1.5892, -0.4868, 0.1155)  -0.315
H (-2.5726, 0.5984, 0.7645)  0.250
H (-2.1814, 1.1941, -0.8737)  0.326
H (-2.9127, -0.3798, -0.5571)  0.298
H (-0.3130, 1.7200, -1.3701)  0.206
H (1.3482, 1.5803, -1.3910)  0.243
H (-0.7663, -1.2247, 0.5867)  0.343
H (1.1516, -1.1458, 2.0678)  0.304
H (2.6140, -1.8991, 1.3070)  0.259
H (2.3835, -0.5083, -0.6228)  0.245

Properties
- Total charge: 0
- HOMO-LUMO gap: 8.957 eV
- Energy relative to the best compared isomer or geometry (same formula, charge and spin): 1.193 eV

Below is 11 unconnected molecules or ions with the total composition C64H132ClN4O8P2, with properties calculated with ωB97M-V with the def2-TZVPD basis set.

Each line ends with the Mulliken charge.
Geometry (Å):
C (-1.6528, 27.8039, 17.0775)  -1.735
C (-0.7535, 27.8781, 15.8253)  0.189
C (-0.9670, 26.7669, 14.8464)  0.452
C (0.0423, 26.8606, 13.6877)  -0.554
P (-0.5259, 25.9183, 12.2810)  1.463
C (0.6674, 26.1863, 10.9190)  -2.099
C (2.0607, 25.7003, 11.2446)  2.423
C (2.9993, 25.5051, 10.0058)  -0.512
C (3.5915, 26.8349, 9.5126)  -1.467
C (-0.5952, 24.1684, 12.6824)  1.133
C (-0.7097, 23.3042, 11.3701)  -0.696
C (-0.7773, 21.8622, 11.6965)  0.311
C (-0.6875, 20.9214, 10.4337)  -1.556
C (-2.1367, 26.5152, 11.6867)  -1.223
C (-2.2521, 27.7700, 10.8319)  -0.555
C (-3.6692, 28.1018, 10.5288)  -0.498
C (-4.0992, 27.6323, 9.1758)  -1.385
H (-1.5211, 26.9105, 17.7036)  0.338
H (-2.6887, 27.8798, 16.7244)  0.466
H (-1.4684, 28.6838, 17.7461)  0.261
H (0.2852, 27.8894, 16.1595)  0.114
H (-0.9578, 28.8543, 15.3038)  -0.271
H (-1.9802, 26.7975, 14.4251)  0.517
H (-0.7568, 25.7830, 15.4314)  -0.458
H (1.0633, 26.6067, 14.0910)  -0.636
H (0.1663, 27.9025, 13.3983)  1.083
H (0.6204, 27.2201, 10.6345)  0.977
H (0.2530, 25.5861, 10.1499)  0.492
H (2.0160, 24.7100, 11.6657)  -1.470
H (2.5676, 26.4298, 11.8768)  0.078
H (2.3538, 25.1602, 9.1881)  0.409
H (3.7754, 24.7796, 10.0931)  -0.197
H (2.7726, 27.3928, 9.0178)  0.321
H (4.3594, 26.7217, 8.7789)  0.496
H (4.0722, 27.4088, 10.3628)  0.201
H (-1.4541, 23.9588, 13.3011)  -0.082
H (0.3218, 23.9449, 13.2306)  -0.985
H (0.1963, 23.5481, 10.7942)  0.134
H (-1.5536, 23.6556, 10.7336)  0.687
H (-1.6603, 21.6210, 12.2750)  0.428
H (0.0114, 21.5454, 12.3822)  -0.434
H (-0.4420, 19.8954, 10.7042)  0.415
H (0.1028, 21.3518, 9.8023)  0.281
H (-1.5568, 20.9757, 9.7527)  0.371
H (-2.6592, 26.7385, 12.5854)  0.903
H (-2.6303, 25.6743, 11.2033)  0.441
H (-1.7027, 27.6047, 9.9182)  0.402
H (-1.5797, 28.4984, 11.3250)  0.339
H (-3.8220, 29.1969, 10.6500)  0.319
H (-4.2060, 27.6341, 11.3905)  0.268
H (-4.2640, 26.5766, 9.0685)  0.347
H (-3.4692, 27.8804, 8.3326)  0.367
H (-5.1516, 27.9360, 8.9408)  0.381
C (9.2176, 22.6154, 15.8468)  -1.253
C (8.2909, 23.6013, 15.1513)  0.374
C (8.0013, 23.2554, 13.6661)  -0.860
C (7.2611, 21.9051, 13.6389)  1.377
P (7.0453, 21.1553, 12.0360)  0.578
C (6.2501, 22.2704, 10.9195)  0.781
C (5.7436, 21.7585, 9.5800)  -1.415
C (4.3312, 21.0469, 9.5917)  -0.699
C (3.0977, 21.8999, 9.9587)  -0.246
C (8.6521, 20.7074, 11.3244)  -0.974
C (9.4505, 19.8640, 12.2700)  0.054
C (10.8348, 19.4636, 11.8281)  -0.837
C (10.9209, 18.6491, 10.5549)  -1.246
C (6.0271, 19.6154, 12.4085)  -1.308
C (4.6528, 19.8753, 13.0567)  1.916
C (3.7078, 18.7101, 12.8756)  -0.710
C (2.4310, 18.7227, 13.7100)  -1.002
H (10.1905, 22.6190, 15.3004)  0.292
H (8.7662, 21.6496, 15.9300)  -0.175
H (9.3848, 22.9551, 16.8584)  0.523
H (8.6600, 24.6371, 15.1225)  0.583
H (7.3307, 23.7229, 15.6893)  -0.442
H (8.9448, 23.2032, 13.0772)  0.305
H (7.3479, 23.9608, 13.2049)  0.412
H (6.2054, 21.8724, 13.9628)  -0.704
H (7.8969, 21.1647, 14.1561)  -0.613
H (6.9665, 23.1027, 10.7760)  0.783
H (5.4366, 22.8097, 11.4514)  -0.977
H (6.5306, 21.1527, 9.1668)  0.384
H (5.6288, 22.5975, 8.8985)  0.528
H (4.4131, 20.1633, 10.1692)  0.099
H (4.1815, 20.8508, 8.5118)  0.547
H (3.1997, 22.4205, 10.9100)  -0.290
H (2.2474, 21.2548, 10.1117)  0.105
H (2.8927, 22.6192, 9.1670)  0.604
H (9.1461, 21.6309, 11.0559)  0.613
H (8.4626, 20.2364, 10.3649)  0.793
H (8.9259, 18.9317, 12.5009)  0.326
H (9.5873, 20.3364, 13.2573)  -0.166
H (11.3290, 18.9518, 12.6662)  0.430
H (11.3605, 20.3988, 11.6064)  0.332
H (10.6676, 19.2602, 9.7178)  0.346
H (10.3792, 17.6537, 10.4967)  0.284
H (11.9295, 18.2092, 10.4597)  0.384
H (6.5960, 18.9167, 13.1035)  0.401
H (5.9675, 19.0462, 11.4524)  0.642
H (4.2026, 20.7747, 12.5552)  -0.731
H (4.7761, 20.1143, 14.0831)  -0.077
H (4.2245, 17.7596, 13.1441)  0.347
H (3.4756, 18.6667, 11.7834)  0.272
H (1.7990, 19.6347, 13.5641)  -0.018
H (2.5430, 18.4820, 14.7455)  0.105
H (1.8098, 17.9567, 13.2998)  0.561
Cl (3.0422, 23.4820, 13.8947)  -1.452
O (3.6711, 22.5362, 14.7834)  0.034
O (2.5065, 24.6064, 14.6009)  0.207
O (4.0447, 23.9194, 12.9428)  -0.293
O (2.0501, 22.7365, 13.1503)  -0.183
C (4.5386, 31.1886, 15.5156)  -1.252
C (4.9911, 29.7796, 15.7674)  0.665
O (4.1616, 28.9539, 14.9844)  -0.542
C (4.3132, 27.5631, 15.0038)  2.123
C (5.3364, 27.0585, 13.9945)  -0.597
H (4.7967, 31.4326, 14.4922)  0.394
H (3.4496, 31.2189, 15.6396)  -0.027
H (4.9844, 31.8958, 16.2322)  0.403
H (6.0692, 29.6931, 15.5403)  0.314
H (4.8466, 29.5320, 16.8310)  -0.344
H (4.5407, 27.1792, 16.0424)  -1.138
H (3.3411, 27.1213, 14.8141)  -0.467
H (4.9087, 27.2159, 12.9766)  -0.008
H (5.6811, 26.0360, 14.1841)  -0.146
H (6.2576, 27.6253, 14.1779)  0.618
C (1.6706, 30.3032, 18.6688)  -0.539
C (1.4567, 31.3859, 17.6407)  -0.589
O (0.7894, 30.8592, 16.5137)  0.003
C (-0.0884, 31.7785, 15.8257)  -0.695
C (-0.1473, 31.4661, 14.3280)  -0.620
H (2.1318, 30.7183, 19.5886)  0.459
H (0.7242, 29.7753, 18.9402)  0.152
H (2.3744, 29.5916, 18.2484)  -0.178
H (0.8831, 32.2186, 18.1628)  0.418
H (2.4054, 31.8838, 17.4003)  0.304
H (-1.0802, 31.7874, 16.3220)  0.319
H (0.1909, 32.7945, 15.9728)  0.613
H (0.8677, 31.5969, 13.9026)  0.248
H (-0.8981, 32.0714, 13.8324)  0.397
H (-0.4618, 30.4480, 14.1089)  -0.092
C (-2.0909, 21.0342, 15.3117)  -0.819
C (-2.7737, 22.2637, 15.7589)  -0.162
O (-3.1473, 22.9464, 14.5674)  -0.302
C (-3.5719, 24.2858, 14.7782)  0.575
C (-5.0655, 24.4600, 14.9364)  -1.666
H (-1.8103, 20.4463, 16.1869)  0.373
H (-2.8222, 20.3662, 14.8960)  0.448
H (-1.2825, 21.3021, 14.6303)  -0.186
H (-3.6617, 22.0433, 16.3809)  0.316
H (-2.1492, 22.9042, 16.3861)  0.216
H (-2.9775, 24.6610, 15.6566)  0.208
H (-3.2247, 24.7517, 13.8579)  -0.102
H (-5.3894, 24.0934, 15.9178)  0.392
H (-5.5759, 23.9216, 14.1547)  0.363
H (-5.4209, 25.5470, 14.8463)  0.363
C (6.5423, 25.8113, 17.6972)  -0.559
C (5.7825, 26.7884, 18.6385)  0.095
O (6.4843, 28.0806, 18.6729)  -0.484
C (5.8307, 29.0248, 19.5637)  0.314
C (6.0161, 28.7534, 21.0515)  -1.322
H (7.5236, 25.5220, 18.0621)  0.752
H (6.0361, 24.8455, 17.5172)  -0.561
H (6.5891, 26.3116, 16.7439)  0.273
H (4.7196, 26.9062, 18.2478)  -0.514
H (5.7874, 26.4208, 19.6522)  0.632
H (6.3744, 29.9432, 19.3039)  0.388
H (4.7730, 29.2631, 19.2496)  -0.210
H (5.6461, 29.5765, 21.6437)  0.444
H (7.0983, 28.7285, 21.1771)  0.302
H (5.5297, 27.8621, 21.5454)  0.292
N (1.4547, 21.2126, 16.7276)  1.527
C (0.9649, 22.2686, 17.4436)  0.011
C (0.5465, 21.7321, 18.6302)  -0.641
C (0.7296, 20.3229, 18.6046)  -1.194
C (1.3566, 20.0434, 17.4393)  -0.946
H (1.8479, 21.3286, 15.7611)  -0.558
H (1.0377, 23.3134, 17.0532)  -0.099
H (0.2628, 22.3256, 19.4620)  0.526
H (0.5824, 19.5553, 19.3577)  0.485
H (1.6513, 19.1313, 17.0359)  0.559
N (7.0855, 19.8324, 16.8116)  0.200
C (5.8440, 19.1730, 16.6294)  -0.604
C (6.1590, 18.0330, 15.9113)  -0.566
C (7.5698, 17.9669, 15.7324)  -0.531
C (8.1100, 19.0741, 16.3216)  -0.954
H (7.1749, 20.6574, 17.3683)  0.244
H (4.9373, 19.5734, 16.9876)  0.836
H (5.4276, 17.3016, 15.6009)  0.550
H (8.0269, 17.0454, 15.3750)  0.484
H (9.0589, 19.5547, 16.2332)  0.599
N (3.7987, 21.4390, 18.9635)  0.651
C (4.5982, 22.0159, 18.0383)  0.449
C (5.7259, 22.4423, 18.6748)  -0.990
C (5.6073, 22.0971, 20.0361)  -1.017
C (4.4179, 21.3648, 20.1709)  -1.097
H (2.9513, 20.9023, 18.7581)  0.474
H (4.1963, 21.9148, 17.0255)  0.208
H (6.5578, 23.1147, 18.3838)  0.378
H (6.2632, 22.3986, 20.8147)  0.557
H (3.9480, 21.0135, 21.0734)  0.491
N (2.8502, 25.0289, 17.4533)  3.555
C (1.8583, 25.9455, 17.2232)  0.086
C (1.4814, 26.4810, 18.4455)  -0.511
C (2.2533, 25.7618, 19.4326)  -2.238
C (3.0984, 24.9267, 18.7897)  -0.313
H (3.2710, 24.5590, 16.6837)  -0.963
H (1.6665, 26.2427, 16.2052)  -0.434
H (0.7893, 27.2760, 18.5834)  0.648
H (2.0884, 25.8951, 20.4874)  0.582
H (3.8516, 24.1927, 19.1830)  -0.144

Properties
- Total charge: +1
- HOMO-LUMO gap: 8.198 eV

Below is a molecular structure, C19H34FeN3O5P2, with properties calculated with ωB97M-V with the def2-TZVPD basis set.

Each line ends with the Mulliken spin population.
Geometry (Å):
Fe (0.4025, -0.0943, -0.7241)  4.718
P (-1.3000, -0.8673, -1.9541)  0.013
C (-0.4839, -0.8725, -3.5956)  0.018
C (0.4906, 0.2846, -3.6462)  0.027
N (1.0554, 0.6545, -2.4752)  -0.006
C (2.0111, 1.6106, -2.4552)  0.014
C (2.3396, 2.3156, -3.6059)  0.000
C (1.7068, 2.0062, -4.8108)  0.009
C (0.7914, 0.9530, -4.8276)  0.005
C (2.7333, 1.8311, -1.1512)  0.000
P (2.4687, 0.3771, -0.0608)  -0.039
H (0.2842, 0.6248, -5.7329)  0.000
H (3.1123, 3.0770, -3.5208)  0.003
H (1.9336, 2.5633, -5.7198)  0.000
H (3.8166, 1.9407, -1.2932)  0.005
H (2.3515, 2.7214, -0.6293)  0.004
H (0.0457, -1.8449, -3.6801)  -0.002
H (-1.2580, -0.7963, -4.3704)  0.000
H (2.7203, -3.8007, -1.1808)  0.000
O (2.3642, -3.5260, -2.0629)  0.004
H (2.3086, -4.3335, -2.5986)  0.000
H (2.6404, -3.5954, 1.1405)  -0.001
O (3.3135, -3.6690, 0.4384)  -0.002
H (4.1479, -3.8548, 0.9029)  0.000
C (3.7899, -0.7828, -0.4378)  0.027
H (4.7653, -0.2931, -0.3196)  0.005
H (3.6982, -1.6520, 0.2311)  -0.014
H (3.6799, -1.1641, -1.4613)  0.003
C (2.6483, 0.9551, 1.6280)  0.024
H (2.4036, 0.1155, 2.2917)  0.000
H (3.6778, 1.2817, 1.8078)  0.008
H (1.9557, 1.7840, 1.8256)  0.000
C (-2.6220, 0.3637, -2.0964)  0.019
H (-3.2688, 0.1235, -2.9459)  0.003
H (-3.2115, 0.3558, -1.1718)  0.000
H (-2.1933, 1.3622, -2.2433)  -0.001
C (-2.0130, -2.4888, -1.6540)  0.015
H (-2.2566, -2.5370, -0.5818)  -0.003
H (-2.9202, -2.6225, -2.2574)  0.011
H (-1.2739, -3.2674, -1.8961)  -0.006
C (-0.2360, 0.9187, 4.4733)  0.000
C (-1.5731, 0.2698, 4.1683)  -0.001
C (-2.1464, 0.6010, 2.7596)  0.029
C (-3.5687, 0.0101, 2.5761)  -0.001
C (-3.7045, -1.4710, 2.8837)  0.001
C (-2.2880, 2.1236, 2.6498)  -0.003
O (-2.9119, 2.7966, 3.4608)  0.004
N (-1.6994, 2.7374, 1.5616)  0.015
C (-0.8680, 2.1873, 0.5886)  0.029
O (-0.3488, 2.8961, -0.2730)  0.023
N (-0.6877, 0.8173, 0.6834)  0.102
C (-1.2084, 0.0347, 1.6799)  -0.107
O (-0.9126, -1.1751, 1.6680)  0.050
H (0.5534, 0.5645, 3.8029)  0.000
H (0.0625, 0.6668, 5.4972)  0.000
H (-0.2918, 2.0109, 4.4079)  0.000
H (-1.4979, -0.8200, 4.2565)  0.000
H (-2.3183, 0.6064, 4.9038)  0.001
H (-4.2607, 0.5717, 3.2201)  0.000
H (-3.8802, 0.2110, 1.5397)  0.000
H (-3.6261, -1.6627, 3.9585)  0.000
H (-4.6869, -1.8270, 2.5598)  0.000
H (-2.9306, -2.0498, 2.3702)  0.000
H (-1.8258, 3.7426, 1.4982)  -0.001

Properties
- Total charge: +2
- HOMO-LUMO gap (spin up / spin down): 8.920 / 6.273 eV
- 2S+1: 6

no.,electronic energy (Eh)
1,-250.6231
2,-4481.0262
3,-3230.8207